(1)
C35H40FeN4P2 as an isolated structure at a distorted geometry. Source: OMol25; level of theory: wB97M-V/def2-TZVPD.

Summary:
highest occupied orbital energy (alpha / beta) = -6.35 / -7.89 eV
DFT total energy = -3522.879905 hartree
largest force on an atom = 3.4 eV/Å
gap between HOMO and LUMO (alpha / beta) = 6.5 / 7.2 eV
2S+1 = 5

Each line ends with the Mulliken spin population.
CARTESIAN COORDINATES (ANGSTROEM)
Fe1 1.7924 -2.8404 2.5898  3.776
C1 0.3452 -4.0982 1.4701  -0.047
C2 0.9670 -3.1930 0.6088  0.114
C3 0.3468 -1.9301 0.0640  0.012
C4 0.6442 -0.6581 0.9004  0.085
C5 0.7364 -0.9172 2.3675  -0.064
C6 -0.0411 -1.8043 3.1238  0.050
C7 -1.2771 -2.5250 2.6560  0.036
C8 -1.0129 -3.9417 2.0726  0.048
C9 2.9592 -1.8924 3.9416  0.017
H1 0.7485 -5.1172 1.5161  -0.004
H2 1.8303 -3.5707 0.0413  -0.031
H3 -0.7440 -2.0456 -0.0497  0.004
H4 0.7501 -1.7643 -0.9475  0.005
H5 1.6008 -0.2209 0.5640  0.003
H6 -0.1196 0.1100 0.6914  -0.023
H7 1.2839 -0.1461 2.9196  -0.002
H8 0.0822 -1.7600 4.2173  -0.015
H9 -1.8414 -1.9223 1.9259  0.008
H10 -1.9172 -2.6610 3.5416  0.003
H11 -1.1093 -4.6818 2.8829  -0.009
H12 -1.7947 -4.1971 1.3386  -0.015
H13 3.4777 -2.6421 4.5592  0.005
H14 2.3314 -1.2368 4.5629  0.000
H15 3.7119 -1.2702 3.4318  0.009
P1 -0.9716 4.1090 -1.3630  0.000
P2 -0.5988 1.9505 -3.5834  0.000
N1 -2.1410 4.4018 -0.0970  0.000
N2 -0.4886 5.8299 -1.4327  0.000
N3 -1.9676 0.8418 -3.5813  0.000
N4 -0.1054 1.5450 -5.2321  0.000
C10 -2.1658 4.1653 -2.8088  0.000
C11 -1.5526 3.4990 -4.0447  0.000
C12 -2.3274 3.5064 0.9681  -0.001
C13 -3.4431 3.8978 1.6801  0.000
C14 -3.9805 5.0577 1.0376  0.000
C15 -3.1817 5.3339 -0.0557  0.000
C16 0.8307 6.2218 -1.1651  0.000
C17 0.9715 7.5679 -1.4720  0.000
C18 -0.2966 8.0302 -1.9475  0.000
C19 -1.1703 6.9532 -1.9071  0.000
C20 -2.0383 -0.2010 -2.6455  0.000
C21 -3.2927 -0.7901 -2.7261  0.000
C22 -4.0292 -0.0858 -3.7327  0.000
C23 -3.1994 0.9061 -4.2381  0.000
C24 -0.8782 1.3020 -6.3750  0.000
C25 -0.0428 1.2764 -7.4837  0.000
C26 1.2886 1.5570 -7.0229  0.000
C27 1.2231 1.7337 -5.6500  0.000
H16 -2.4581 5.1913 -3.0717  0.000
H17 -3.0719 3.6321 -2.4804  0.000
H18 -2.3390 3.2857 -4.7818  0.000
H19 -0.8214 4.1712 -4.5256  0.000
H20 -1.6355 2.6849 1.0926  0.001
H21 -3.8383 3.4161 2.5638  0.000
H22 -4.8510 5.6297 1.3296  0.000
H23 -3.2684 6.1071 -0.8035  0.000
H24 1.5324 5.4965 -0.7853  0.000
H25 1.8747 8.1543 -1.3739  0.000
H26 -0.5511 9.0239 -2.2904  0.000
H27 -2.2147 6.9077 -2.1833  0.000
H28 -1.1871 -0.4113 -2.0207  0.000
H29 -3.6418 -1.6204 -2.1375  0.000
H30 -5.0417 -0.2652 -4.0515  0.000
H31 -3.3900 1.6331 -5.0128  0.000
H32 -1.9420 1.1565 -6.3072  0.000
H33 -0.3564 1.0892 -8.4981  0.000
H34 2.1762 1.6222 -7.6296  0.000
H35 1.9760 1.9741 -4.9193  0.000
C28 2.5878 -4.5081 3.1594  -0.233
C29 3.0607 -5.3935 3.8978  0.246
C30 3.6074 -6.2979 4.8267  -0.023
C31 3.6616 -7.6759 4.5333  0.022
C32 4.2740 -8.5545 5.4200  -0.011
C33 4.8105 -8.0749 6.6226  0.021
C34 4.7338 -6.7128 6.9485  -0.011
C35 4.1196 -5.8272 6.0643  0.025
H36 3.2202 -8.0356 3.6061  -0.001
H37 4.3261 -9.6154 5.1725  0.000
H38 5.2819 -8.7617 7.3197  0.001
H39 5.1470 -6.3389 7.8924  0.000
H40 4.0257 -4.7654 6.3118  0.002



(2)
A 6-piece molecular cluster, C35H40N3O8 overall at a distorted geometry. Source: OMol25; level of theory: wB97M-V/def2-TZVPD.

Summary:
highest occupied orbital energy = -9.95 eV
DFT total energy = -2123.292349 hartree
largest force on an atom = 13.8 eV/Å
net charge = +1
gap between HOMO and LUMO = 7.6 eV
relative energy (zero: lowest compared OMol25 entry of this formula, charge and spin) = 23.0 kcal per mole
2S+1 = 1

Each line ends with the Löwdin charge.
CARTESIAN COORDINATES (ANGSTROEM)
C1 -0.0249 0.0191 -2.1537  -0.065
C2 -0.3129 -0.0209 -0.6767  -0.147
N1 0.8141 0.5291 0.1153  -0.013
C3 1.7481 -0.2429 0.8683  -0.019
C4 2.5911 0.5241 1.5183  0.000
N2 2.1321 1.8351 1.2653  -0.077
C5 0.9901 1.8181 0.5583  0.030
C6 2.5991 2.9791 1.9493  -0.032
H1 -0.8359 -0.1449 -2.7037  0.021
H2 0.7321 -0.6659 -2.3917  0.064
H3 0.3631 0.9221 -2.5607  0.077
H4 -0.4319 -1.1289 -0.5297  0.139
H5 -1.3429 0.3981 -0.4207  0.129
H6 1.9731 -1.3519 0.5693  0.182
H7 3.2441 0.4161 2.3413  0.132
H8 0.1491 2.6501 0.2693  0.215
H9 2.1191 3.9671 1.8753  0.113
H10 3.6471 3.3771 1.7973  0.109
H11 2.5511 2.8311 2.9643  0.061
N3 -0.0809 -3.0499 -3.9977  0.040
C7 -1.2689 -2.6609 -4.4687  -0.121
C8 -2.5249 -3.4989 -4.4687  0.000
C9 -2.4059 -4.7459 -3.7017  -0.076
C10 -1.1079 -5.1249 -3.2917  -0.083
C11 -0.0279 -4.3219 -3.6317  -0.191
H12 -1.5129 -1.7529 -5.0007  0.089
H13 -3.4319 -3.2689 -4.7737  0.029
H14 -3.2609 -5.3639 -3.5507  0.085
H15 -1.2249 -6.1589 -2.8087  0.130
H16 1.0301 -4.6889 -3.4547  0.121
C12 -1.7789 3.2911 -3.3897  0.011
C13 -1.6009 3.9711 -2.0547  0.024
C14 -2.3269 3.5251 -0.9437  -0.352
C15 -3.1309 2.3731 -1.0587  -0.011
C16 -3.3259 1.7891 -2.3287  0.036
C17 -2.6019 2.2291 -3.4697  -0.372
O1 -2.8779 1.5641 -4.5817  0.120
O2 -2.1419 4.0591 0.2933  -0.003
H17 -1.0219 3.5771 -4.1347  0.123
H18 -0.9509 4.7021 -2.1587  0.046
H19 -3.5549 2.0171 -0.1517  0.097
H20 -3.7409 0.8691 -2.1127  0.082
H21 -2.3719 1.8681 -5.2397  0.046
H22 -1.4879 4.7951 0.5043  0.149
C18 -4.1779 -2.1429 -1.2307  0.013
C19 -5.1459 -3.1009 -1.9397  0.026
C20 -6.4979 -3.1729 -1.5617  -0.370
C21 -6.9509 -2.2389 -0.5367  0.002
C22 -6.0459 -1.4289 0.1403  -0.025
C23 -4.6599 -1.3319 -0.1927  -0.340
O3 -3.8959 -0.5209 0.5733  0.046
O4 -7.3239 -3.9039 -2.2677  0.046
H23 -3.0999 -2.2659 -1.4467  0.096
H24 -4.6829 -3.7039 -2.8627  0.114
H25 -7.9079 -2.0799 -0.2337  0.074
H26 -6.5399 -0.7619 0.8863  0.127
H27 -4.3309 -0.1179 1.2493  0.043
H28 -8.1549 -4.2399 -1.8037  0.164
C24 0.4651 -1.3679 5.1073  0.083
C25 -0.9209 -1.8129 4.4643  0.021
C26 -1.8739 -0.8709 3.9973  -0.339
C27 -1.5089 0.5431 3.8633  0.017
C28 -0.1649 0.8911 4.2243  -0.054
C29 0.7821 0.0221 4.7323  -0.312
O5 2.0011 0.5011 5.2463  -0.006
O6 -3.1949 -1.2179 3.9533  -0.006
H29 0.9961 -2.2109 5.2893  0.049
H30 -1.1449 -2.8629 4.4243  0.085
H31 -2.2579 1.1911 3.3823  0.114
H32 0.0011 1.9161 3.8953  0.105
H33 2.6121 -0.2169 5.4543  0.100
H34 -3.2769 -2.2209 4.2533  0.175
C30 7.7741 2.0031 -0.0657  0.011
C31 8.8961 1.0601 0.2973  0.018
C32 9.1011 0.7251 1.5983  -0.270
C33 8.3421 1.4451 2.5913  -0.033
C34 7.3401 2.2961 2.2923  -0.029
C35 6.9721 2.5561 0.9053  -0.316
O7 5.8751 3.4031 0.6653  -0.048
O8 10.1141 -0.1549 1.9693  0.138
H35 7.5841 2.0881 -1.0547  0.067
H36 9.5391 0.7871 -0.6127  0.142
H37 8.4431 1.1931 3.5803  0.086
H38 6.7121 2.7731 3.1443  0.145
H39 6.2131 4.2591 0.2143  0.155
H40 10.0211 -0.4139 2.7343  -0.048



Question: What is the DFT total energy in the first record?
Answer: -3522.879905 hartree



Question: The lowest 2S+1 belongs to which entry?
Answer: C35H40N3O8



Question: The highest largest force on an atom belongs to which entry?
Answer: C35H40N3O8